Record 1
This record from the OMol25 dataset describes a cluster of 9 separate species, C22H38Br14N2 in total. The level of theory is the ωB97M-V functional and the def2-TZVPD basis.

orbital gap	0.2999	Eh
LUMO	-0.13	eV
HOMO level	-8.289	eV
ΔE to the lowest compared entry with this formula, charge and spin	0.0	kcal/mol

CARTESIAN COORDINATES (ANGSTROEM)
C: 6.40952 -2.90381 -0.94146
C: 7.60975 -2.17011 -1.07333
C: 7.26757 -0.87643 -0.75556
N: 5.97302 -0.81512 -0.28917
C: 5.41539 -2.02248 -0.47733
H: 6.43572 -3.93141 -1.27274
H: 8.55511 -2.58054 -1.39620
H: 7.86872 0.01723 -0.67552
H: 5.52074 -0.01525 0.13006
H: 4.35165 -2.05705 -0.29382
C: 0.79953 4.69895 3.34248
C: 0.65452 3.41042 3.86967
C: 1.73758 2.67125 3.32575
N: 2.50745 3.58798 2.67638
C: 1.90867 4.79273 2.53569
H: 0.14492 5.49169 3.67334
H: -0.15375 3.07588 4.50306
H: 2.01635 1.62936 3.38182
H: 3.39717 3.41557 2.23053
H: 2.33895 5.55683 1.90529
Br: 1.91878 6.86957 -3.00483
C: 2.05570 5.07131 -2.14163
C: 1.22013 4.01557 -2.86286
Br: 1.23334 2.49621 -1.61156
H: 1.70597 5.18897 -1.11597
H: 3.07885 4.70181 -2.07277
H: 1.70892 3.57328 -3.73095
H: 0.22146 4.31994 -3.17611
Br: -2.72660 -0.11799 -4.53525
C: -1.11990 -0.25641 -3.36012
C: 0.09233 -0.78835 -4.16792
Br: 1.67978 -0.97350 -2.92714
H: -1.29551 -0.82667 -2.44794
H: -0.88660 0.75736 -3.03459
H: 0.30739 -0.09739 -4.98304
H: -0.24261 -1.77063 -4.50113
Br: -3.06292 2.49779 -2.33424
C: -4.14408 1.11629 -1.46454
C: -5.57021 1.26444 -1.90824
Br: -6.78872 -0.18635 -1.33300
H: -4.12920 1.26710 -0.38512
H: -3.73146 0.12298 -1.64108
H: -5.69842 1.21196 -2.98940
H: -5.99899 2.21801 -1.60009
Br: 2.36218 -0.89274 1.08759
C: 0.33775 -0.82340 0.95130
C: -0.03732 0.47533 1.43126
Br: -2.06575 0.57108 1.48555
H: -0.03954 -1.64717 1.55723
H: -0.00662 -0.89093 -0.08067
H: 0.39453 1.15236 0.69422
H: 0.42058 0.74207 2.38378
Br: 1.07573 -4.73275 1.57649
C: 1.00653 -4.23915 -0.33457
C: 2.35967 -4.51252 -1.03321
Br: 1.97991 -4.55763 -2.97514
H: 0.62437 -3.21944 -0.38194
H: 0.18966 -4.78772 -0.80349
H: 2.82048 -5.45192 -0.72778
H: 3.14124 -3.80369 -0.75972
Br: -3.98730 -1.37046 6.29362
C: -4.96916 0.16043 5.41069
C: -4.89319 -0.09504 3.92835
Br: -5.77674 1.40900 3.01849
H: -4.36149 1.05184 5.56636
H: -5.99157 0.17856 5.78811
H: -5.47958 -0.99222 3.73009
H: -3.88512 -0.09642 3.51375
Br: -4.47277 -2.55530 1.64801
C: -2.97997 -3.38029 0.43916
C: -3.41591 -3.25578 -1.08356
Br: -1.98717 -3.90592 -2.24094
H: -2.92393 -4.42404 0.74827
H: -2.08548 -2.76350 0.52609
H: -3.60164 -2.18488 -1.16598
H: -4.33835 -3.80876 -1.26080

***

Record 2
This record from the OMol25 dataset describes a cluster of 3 separate species, C4H8NO2S in total. The level of theory is the ωB97M-V functional and the def2-TZVPD basis.

orbital gap (alpha / beta)	0.2171 / 0.2161	Eh
LUMO (alpha / beta)	3.28 / 3.28	eV
HOMO level (alpha / beta)	-2.627 / -2.599	eV
net charge	-1
ΔE to the lowest compared entry with this formula, charge and spin	172.0	kcal/mol

CARTESIAN COORDINATES (ANGSTROEM)
C: 0.87671 -0.19324 0.58514
C: 0.58004 -1.69817 0.65896
C: 0.02067 1.08024 -2.23358
C: -0.05908 0.51804 1.35838
N: -1.28033 0.56260 1.47295
O: -2.35560 0.87862 2.05101
O: 1.77340 0.35065 -0.05414
S: -0.93861 -0.24594 -1.43911
H: 0.85686 -2.31151 -0.22788
H: 1.13932 -2.27610 1.43915
H: -0.44607 -1.87078 0.94896
H: 0.23653 0.94708 -3.26765
H: 0.99224 1.20820 -1.62298
H: -0.69878 1.80741 -2.18949
H: 0.94461 0.75218 3.06137
H: -1.64190 0.49072 -0.54110

***

Record 3
This record from the OMol25 dataset describes a cluster of 2 separate species, C9H12F3N2O4 in total. The level of theory is the ωB97M-V functional and the def2-TZVPD basis.

orbital gap	0.2250	Eh
LUMO	-6.23	eV
HOMO level	-12.349	eV
net charge	+1

CARTESIAN COORDINATES (ANGSTROEM)
F: -1.22511 -2.39257 0.15953
C: -0.91919 -0.92742 -0.04652
F: 0.56910 -0.77027 0.05928
F: -1.32818 -0.62368 -1.43764
O: -1.67065 -0.20688 0.99449
C: -2.06670 1.14448 0.56139
C: -3.61972 1.08883 -0.06678
C: -4.56078 -0.05184 0.62300
C: -6.06540 -0.05028 -0.11888
C: -6.11599 1.08418 -1.29299
N: -5.08588 2.06991 -1.72362
N: -3.86470 2.07842 -1.12980
H: -2.17987 1.78787 1.56011
H: -1.30841 1.67820 -0.15222
H: -4.28052 -0.78131 1.49306
H: -6.92385 -0.80454 0.17138
H: -7.14393 1.12856 -1.90048
H: -5.28311 2.75548 -2.50622
C: 7.36944 -1.49564 0.98037
O: 6.41789 -0.43496 1.04123
C: 5.25417 -0.69099 0.39189
O: 4.97998 -1.71683 -0.21089
O: 4.44848 0.39214 0.52956
C: 3.17914 0.26405 -0.10812
H: 8.26024 -1.18251 1.53189
H: 6.97131 -2.39896 1.45369
H: 7.65903 -1.69559 -0.05632
H: 2.61351 -0.56896 0.32159
H: 3.30110 0.13452 -1.18837
H: 2.61859 1.18660 0.06634

***

Record 4
This record from the OMol25 dataset describes a structure of composition C8H16AlO10P. The level of theory is the ωB97M-V functional and the def2-TZVPD basis.

orbital gap	0.2078	Eh
LUMO	-3.08	eV
HOMO level	-8.737	eV
ΔE to the lowest compared entry with this formula, charge and spin	121.9	kcal/mol

CARTESIAN COORDINATES (ANGSTROEM)
Al: 18.21219 -19.67158 19.40628
P: 14.79729 -21.76210 21.59657
O: 16.16133 -21.65785 22.37359
O: 15.23857 -22.43061 20.30300
O: 14.43502 -20.25712 21.39349
O: 13.70609 -22.61300 22.33603
C: 20.20757 -25.04048 15.72378
C: 21.57107 -25.32941 16.34082
O: 21.47913 -25.67214 17.67639
C: 20.91574 -24.85501 18.65154
O: 20.47063 -23.71395 18.35359
O: 21.00789 -25.51618 19.85930
C: 20.35186 -25.00885 20.99150
H: 20.18708 -25.67390 14.83695
H: 19.96711 -24.07609 15.27630
H: 19.39470 -25.42747 16.33825
H: 22.07736 -24.36912 16.24268
H: 22.17416 -26.08599 15.83886
H: 20.98279 -24.16227 21.26230
H: 20.37438 -25.84292 21.69287
H: 19.32356 -24.78894 20.70452
C: 12.55520 -17.69214 16.22043
C: 13.38580 -16.97409 15.17541
O: 13.95776 -15.75990 15.59028
C: 14.69605 -15.59280 16.68150
O: 15.35253 -16.46091 17.24439
O: 14.65476 -14.33325 16.92040
C: 15.41191 -13.81320 17.98865
H: 12.25130 -18.67947 15.87269
H: 11.65813 -17.15579 16.52978
H: 13.17422 -17.90101 17.09294
H: 12.76675 -16.66959 14.33151
H: 14.23131 -17.61352 14.92176
H: 16.42546 -14.21146 18.03552
H: 14.88032 -14.15020 18.87857
H: 15.56591 -12.73420 17.97682

***

Record 5
This record from the OMol25 dataset describes a cluster of 2 separate species, C3H12NS in total. The level of theory is the ωB97M-V functional and the def2-TZVPD basis.

orbital gap	0.3281	Eh
LUMO	-3.46	eV
HOMO level	-12.391	eV
net charge	+1
ΔE to the lowest compared entry with this formula, charge and spin	8.0	kcal/mol

CARTESIAN COORDINATES (ANGSTROEM)
C: -0.10415 2.62217 -1.90802
N: -0.71151 1.65763 -0.93769
H: -0.75774 3.47465 -2.06954
H: 0.09268 2.10287 -2.84232
H: 0.84573 2.98063 -1.51445
H: -1.52357 1.26324 -1.38690
H: -0.12456 0.89485 -0.61328
H: -0.99501 2.12353 -0.07320
C: 1.15211 -1.30857 2.26252
S: 0.25736 -0.83853 0.74626
C: -0.43530 -2.45899 0.24228
H: 1.89377 -0.55461 2.49581
H: 0.43328 -1.36618 3.06622
H: 1.56217 -2.26955 2.10684
H: -1.48224 -2.37725 -0.01956
H: -0.27353 -3.16723 1.04842
H: 0.17052 -2.77865 -0.60338

***

Record 6
This record from the OMol25 dataset describes a structure of composition C5H12NdO3. The level of theory is the ωB97M-V functional and the def2-TZVPD basis.

spin multiplicity	5
orbital gap (alpha / beta)	0.2607 / 0.3414	Eh
LUMO (alpha / beta)	-8.95 / -8.81	eV
HOMO level (alpha / beta)	-16.048 / -18.096	eV
net charge	+2
ΔE to the lowest compared entry with this formula, charge and spin	50.6	kcal/mol

CARTESIAN COORDINATES (ANGSTROEM)
H: 2.17439 -4.79145 -1.02410
C: -2.32622 2.30762 0.13298
O: -2.03956 2.19527 -1.22577
C: -1.15377 1.85052 0.99338
O: -0.69504 0.57969 0.47550
C: 0.30168 -0.04011 1.28492
C: 0.97152 -1.14755 0.49779
O: 1.23005 -0.64397 -0.78181
C: 1.67438 -1.62183 -1.69109
Nd: -1.08835 0.81147 -1.83269
H: -3.21467 1.70581 0.40908
H: -2.54584 3.35092 0.42422
H: -1.44976 1.71490 2.04297
H: -0.31232 2.55944 0.93732
H: -0.18451 -0.46487 2.17412
H: 1.03704 0.71310 1.60615
H: 0.31440 -2.03549 0.43394
H: 1.90635 -1.45139 1.00175
H: 1.87184 -1.13055 -2.66519
H: 2.62527 -2.06601 -1.35048
H: 0.90313 -2.39552 -1.84299

***

Record 7
This record from the OMol25 dataset describes the molecule C6H10O. The level of theory is the ωB97M-V functional and the def2-TZVPD basis.

orbital gap	0.3838	Eh
LUMO	0.95	eV
HOMO level	-9.496	eV
ΔE to the lowest compared entry with this formula, charge and spin	8.4	kcal/mol

CARTESIAN COORDINATES (ANGSTROEM)
C: 0.11865 -0.82465 1.81701
C: 0.32509 -0.59992 0.32625
C: -0.88037 -0.90638 -0.59383
C: -0.63465 0.02274 -1.75451
C: 0.25510 0.97382 -1.47558
C: 0.82894 0.83849 -0.07944
O: 0.50295 2.00719 0.69469
H: -0.65664 -0.14156 2.16825
H: -0.17299 -1.85086 2.09217
H: 1.04774 -0.59550 2.34872
H: 1.10957 -1.29126 -0.01679
H: -1.82838 -0.66340 -0.09220
H: -0.98121 -1.95264 -0.92267
H: -1.10363 -0.10218 -2.72702
H: 0.45058 1.82015 -2.13443
H: 1.92998 0.83297 -0.02614
H: -0.31071 2.43299 0.37552

***

Record 8
This record from the OMol25 dataset describes a structure of composition C32H46FGeInN5OSSi3. The level of theory is the ωB97M-V functional and the def2-TZVPD basis.

spin multiplicity	2
orbital gap (alpha / beta)	0.2633 / 0.2650	Eh
LUMO (alpha / beta)	-5.43 / -6.59	eV
HOMO level (alpha / beta)	-12.598 / -13.798	eV
net charge	+2
ΔE to the lowest compared entry with this formula, charge and spin	12.5	kcal/mol

CARTESIAN COORDINATES (ANGSTROEM)
In: 0.41996 0.07206 0.24467
N: 1.63373 0.07308 4.45279
C: 0.27860 -0.00537 4.73782
C: -0.39865 0.01116 5.95030
C: -1.77507 -0.04834 5.88385
C: -2.43971 -0.11790 4.64955
C: -1.75360 -0.13490 3.45232
C: -0.36037 -0.08221 3.50171
N: 0.61860 -0.05269 2.49284
C: 1.77682 0.04355 3.12065
C: 3.04577 0.07440 2.41927
C: 4.29932 0.09959 2.94723
S: 5.44260 0.09483 1.68689
C: 4.18621 0.04893 0.54727
N: 2.97961 0.04219 1.04773
H: 2.37861 0.16334 5.12442
H: 0.12194 0.06618 6.89739
H: -2.35384 -0.04259 6.79754
H: -3.52111 -0.15786 4.63971
H: -2.29144 -0.17287 2.51679
H: 4.60452 0.11598 3.98193
H: 4.39573 0.02688 -0.50951
C: -1.23192 2.22041 -4.72690
Si: -1.12356 2.20549 -2.85943
C: -2.81998 1.94414 -2.11065
C: -0.23659 3.75215 -2.28307
Ge: 0.21819 0.25454 -2.44906
Si: -0.67425 -1.85551 -3.22548
C: -2.54484 -1.81898 -3.26445
C: -0.03793 -1.89300 -4.98461
C: 0.01360 -3.31075 -2.27484
Si: 2.54724 0.46862 -2.95861
C: 3.39425 -1.11910 -2.41901
C: 2.68612 0.66431 -4.81107
C: 3.19308 2.01912 -2.11770
H: -1.83644 3.06306 -5.07359
H: -1.69416 1.30824 -5.11174
H: -0.24417 2.31824 -5.18235
H: -3.43447 2.83960 -2.23704
H: -2.78508 1.71604 -1.04480
H: -3.32887 1.11996 -2.61472
H: -0.89624 4.61863 -2.38364
H: 0.63442 3.93073 -2.91736
H: 0.11307 3.72594 -1.25176
H: -2.90354 -0.96922 -3.84909
H: -2.99881 -1.76273 -2.27689
H: -2.91364 -2.72637 -3.75175
H: -0.28516 -0.98222 -5.53514
H: -0.48189 -2.73308 -5.52617
H: 1.04584 -2.02229 -5.01406
H: -0.17959 -3.24994 -1.20698
H: 1.09149 -3.40194 -2.42307
H: -0.44661 -4.23411 -2.63920
H: 3.09644 -1.93434 -3.08289
H: 3.13729 -1.41931 -1.40054
H: 4.48338 -1.03947 -2.49026
H: 2.31807 -0.21598 -5.33928
H: 3.72875 0.81338 -5.10499
H: 2.12129 1.52963 -5.16421
H: 2.91574 2.07738 -1.06369
H: 2.78168 2.90134 -2.61237
H: 4.28233 2.09369 -2.19285
N: -4.30763 -5.56922 0.60183
C: -3.34434 -5.23756 1.48800
O: -3.08552 -5.86165 2.49174
C: -2.55373 -3.97964 1.19040
C: -1.24984 -3.92356 1.66861
C: -0.52069 -2.77075 1.47520
N: -1.02114 -1.69386 0.85183
C: -2.27599 -1.74637 0.40165
C: -3.07665 -2.86448 0.54952
H: -4.83814 -6.40832 0.77407
H: -4.42007 -5.10220 -0.27878
H: -0.83615 -4.76888 2.20140
H: 0.49265 -2.68764 1.85124
H: -2.65757 -0.84830 -0.07421
H: -4.09819 -2.83946 0.19275
F: 2.56747 4.07846 4.82684
C: 1.65850 3.73948 3.90941
C: 0.35998 3.47333 4.32396
C: -0.56286 3.07174 3.38473
C: -0.20779 2.94180 2.01941
C: -1.12671 2.49736 1.05130
C: 1.11944 3.28166 1.64343
C: 2.05204 3.66799 2.57811
H: 0.09876 3.58852 5.36768
H: -1.57870 2.85412 3.69010
H: -0.89255 2.65003 0.00822
H: -2.15557 2.27108 1.30224
H: 1.40234 3.24159 0.59607
H: 3.06587 3.93092 2.30544

***

These records have calculated total energy values of -37006.7217 -760.4388 -1059.6559 -1650.4151 -574.1802 -984.0780 -309.8290 -5229.2480 hartree, in the order they appear.